# 1
The following is a DFT calculation (ωB97M-V with the def2-TZVPD basis set) of an isolated molecule of C8H9N3 at a distorted geometry.

Electronic energy: -12906.1489 eV
E_HOMO (alpha / beta): -7.546 / -7.546 eV
Strongest force on any atom: 5.1 eV/A
Charge: 0
Energy relative to the best compared isomer or geometry (same formula, charge and spin): 584.7 kJ/mol

Geometry (Å):
C 2.916 -0.088 -0.296
C 2.376 1.235 -0.030
C 2.004 -1.072 -0.355
C 1.081 1.486 0.201
C -0.234 -1.939 -0.193
C -1.180 0.952 0.197
C 0.599 -0.890 -0.339
C 0.098 0.452 0.060
N -2.885 0.645 -1.312
N -2.391 0.322 -0.267
N -3.064 -0.370 0.763
H 4.000 -0.288 -0.438
H 2.916 2.186 -0.117
H 2.239 -2.156 -0.767
H 0.831 2.561 0.185
H 0.210 -2.902 -0.162
H -1.385 1.928 0.619
H -1.367 -1.700 -0.187
H -4.016 -0.444 0.779
H -2.746 0.081 1.658

---

# 2
The following is a DFT calculation (ωB97M-V with the def2-TZVPD basis set) of a structure of composition C22H43N2P3SeTi at a distorted geometry.

Electronic energy: -142776.9313 eV
E_HOMO (alpha / beta): -17.310 / -17.306 eV
Strongest force on any atom: 5.2 eV/A
Charge: +4
Energy relative to the best compared isomer or geometry (same formula, charge and spin): 11.8 kJ/mol

Geometry (Å):
Ti -0.534 0.020 0.936
P -1.094 -1.784 -1.312
P 0.960 -2.002 1.066
P -1.117 1.497 -1.100
H 1.563 1.429 3.961
C 0.528 1.594 3.625
C 0.129 1.376 2.315
H 1.006 1.132 1.588
C 0.078 -1.938 -2.740
C -1.365 -3.602 -1.053
C -2.653 -1.503 -2.273
C 2.210 -1.259 2.163
C 0.257 -3.369 2.076
C 2.033 -2.989 -0.060
C -0.443 3.089 -0.517
C -2.916 1.852 -1.281
C -0.625 1.592 -2.871
H -0.095 2.250 4.262
H -0.647 2.110 2.004
H -0.333 -2.682 -3.445
H 1.063 -2.268 -2.396
H 0.177 -0.976 -3.259
H -1.617 -4.044 -2.030
H -2.210 -3.763 -0.370
H -0.479 -4.110 -0.657
H -2.892 -2.428 -2.825
H -2.553 -0.680 -2.993
H -3.474 -1.286 -1.578
H 2.924 -2.046 2.440
H 1.745 -0.833 3.064
H 2.756 -0.471 1.629
H 1.076 -3.913 2.571
H -0.312 -4.071 1.457
H -0.408 -2.962 2.847
H 2.665 -3.655 0.548
H 2.705 -2.327 -0.620
H 1.475 -3.621 -0.758
H -0.516 3.826 -1.327
H 0.616 2.968 -0.254
H -1.000 3.454 0.356
H -3.054 2.860 -1.697
H -3.417 1.807 -0.308
H -3.391 1.137 -1.964
H -0.791 2.625 -3.226
H -1.218 0.931 -3.510
H 0.442 1.374 -2.994
C 4.626 1.881 -2.073
C 4.574 2.350 -0.734
C 5.425 3.390 -0.359
C 6.347 3.956 -1.257
C 6.449 3.459 -2.553
C 5.584 2.439 -2.959
Se 3.366 0.573 -2.736
H 3.717 -0.475 -1.779
H 3.881 1.901 -0.017
H 5.405 3.776 0.641
H 7.023 4.771 -0.967
H 7.182 3.825 -3.267
H 5.602 2.049 -3.971
N -6.240 -0.779 3.315
C -4.976 -0.708 2.800
C -4.282 0.515 2.840
C -3.060 0.614 2.223
N -2.422 -0.465 1.702
C -3.080 -1.666 1.651
C -4.349 -1.813 2.189
H -6.669 0.035 3.726
H -6.762 -1.645 3.263
H -4.692 1.399 3.338
H -2.523 1.551 2.170
H -2.530 -2.498 1.177
H -4.848 -2.778 2.147

---

# 3
The following is a DFT calculation (ωB97M-V with the def2-TZVPD basis set) of a cluster of 2 separate species, H5NS in total at a distorted geometry.

Electronic energy: -12403.4455 eV
E_HOMO: -5.697 eV
Strongest force on any atom: 1.6 eV/A
Charge: 0
Energy relative to the best compared isomer or geometry (same formula, charge and spin): 289.3 kJ/mol

Geometry (Å):
S -1.869 -0.573 -2.393
H -3.012 -0.056 -2.841
N 0.998 0.156 1.018
H 0.431 -0.261 0.250
H 1.589 0.950 0.786
H 0.362 0.425 1.764
H 1.501 -0.642 1.416

---

# 4
The following is a DFT calculation (ωB97M-V with the def2-TZVPD basis set) of a structure of composition C33H41MgN3O3P2.

Electronic energy: -69511.7454 eV
E_HOMO: -13.475 eV
Strongest force on any atom: 0.6 eV/A
Charge: +2

Geometry (Å):
Mg -1.319 0.023 -0.015
C -1.656 -2.781 1.593
O -1.883 -1.367 1.549
C -3.079 -0.986 2.238
C -3.126 0.518 2.269
O -2.900 0.962 0.918
C -2.950 2.392 0.749
C -2.746 2.632 -0.720
O -1.617 1.850 -1.144
C -1.329 2.092 -2.532
H -1.584 -3.109 2.630
H -2.471 -3.309 1.094
H -0.717 -2.980 1.082
H -3.946 -1.401 1.717
H -3.057 -1.377 3.257
H -4.105 0.862 2.606
H -2.353 0.939 2.917
H -3.926 2.764 1.063
H -2.169 2.853 1.359
H -3.622 2.323 -1.295
H -2.554 3.690 -0.905
H -1.092 3.146 -2.674
H -0.477 1.485 -2.815
H -2.196 1.821 -3.137
N 1.576 1.003 0.131
P 0.674 0.833 1.581
C 1.805 0.028 2.724
C 2.928 0.699 3.211
C 3.853 0.016 3.984
C 3.659 -1.330 4.279
C 2.539 -1.998 3.804
C 1.612 -1.318 3.026
C 0.479 2.533 2.179
C 0.539 3.610 1.298
C 0.260 4.895 1.749
C -0.092 5.107 3.075
C -0.157 4.033 3.957
C 0.128 2.750 3.512
P 1.117 -0.118 -1.080
C 1.993 0.526 -2.529
C 2.319 1.876 -2.641
C 2.972 2.339 -3.776
C 3.286 1.465 -4.806
C 2.950 0.121 -4.704
C 2.307 -0.350 -3.570
C 1.949 -1.688 -0.735
C 3.295 -1.749 -0.370
C 3.885 -2.970 -0.097
C 3.142 -4.143 -0.201
C 1.809 -4.095 -0.576
C 1.213 -2.866 -0.838
H 2.563 1.227 0.220
H 3.075 1.752 3.000
H 4.724 0.533 4.364
H 4.382 -1.856 4.888
H 2.388 -3.043 4.040
H 0.741 -1.838 2.647
H 0.809 3.444 0.262
H 0.326 5.732 1.066
H -0.303 6.108 3.425
H -0.418 4.200 4.994
H 0.096 1.923 4.214
H 2.068 2.569 -1.847
H 3.238 3.385 -3.853
H 3.800 1.828 -5.686
H 3.199 -0.563 -5.505
H 2.073 -1.405 -3.489
H 3.887 -0.843 -0.298
H 4.927 -3.014 0.190
H 3.610 -5.096 0.005
H 1.238 -5.010 -0.666
H 0.169 -2.823 -1.135
C -2.935 -3.506 -3.809
N -3.658 -2.544 -2.964
C -5.096 -2.340 -3.195
C -3.011 -1.802 -2.114
N -2.434 -1.147 -1.350
H -2.981 -3.191 -4.851
H -3.393 -4.488 -3.704
H -1.897 -3.558 -3.494
H -5.256 -1.887 -4.172
H -5.500 -1.694 -2.420
H -5.598 -3.305 -3.152

---

# 5
The following is a DFT calculation (ωB97M-V with the def2-TZVPD basis set) of a structure of composition BrCd3N5O15 at a distorted geometry.

Electronic energy: -121871.7483 eV
E_HOMO: -8.942 eV
Strongest force on any atom: 4.3 eV/A
Charge: 0
Energy relative to the best compared isomer or geometry (same formula, charge and spin): 368.9 kJ/mol

Geometry (Å):
Cd -2.606 -3.659 -2.842
Cd 0.616 1.029 -3.169
Cd -1.919 0.344 1.429
N 3.562 -0.285 -1.929
O 3.648 0.026 -0.739
O 2.758 0.212 -2.729
O 4.363 -1.140 -2.346
N -0.693 -1.205 -1.275
O 0.013 -0.442 -1.951
O -1.025 -0.956 -0.120
O -1.190 -2.187 -1.879
N -3.713 -1.514 2.217
O -2.529 -1.697 1.826
O -4.066 -0.458 2.766
O -4.476 -2.482 2.021
N 0.681 0.512 3.423
O -0.023 0.234 2.314
O 1.839 0.804 3.236
O 0.066 0.405 4.473
N 1.589 2.786 -0.268
O 1.807 3.983 -0.307
O 2.371 2.114 0.464
O 0.764 2.202 -0.992
Br -1.837 1.377 -3.624

---

# 6
The following is a DFT calculation (ωB97M-V with the def2-TZVPD basis set) of a cluster of 2 separate species, C11H12ClNO2 in total at a distorted geometry.

Electronic energy: -29706.1188 eV
E_HOMO: -8.386 eV
Strongest force on any atom: 4.0 eV/A
Charge: 0
SMILES: C=C(Cl)c1ccc(OC)cc1.CN=C=O
Energy relative to the best compared isomer or geometry (same formula, charge and spin): 146.0 kJ/mol

Geometry (Å):
C 1.193 0.761 1.603
C -0.715 0.174 0.372
C 1.005 2.149 1.466
C -0.944 1.508 0.162
C 0.357 -0.273 1.134
C -0.042 2.503 0.584
C -1.527 -3.590 -1.741
C -0.385 -2.591 1.511
C 0.541 -1.626 1.515
C 0.135 -3.130 -3.522
C 0.426 4.744 0.649
N -0.691 -3.821 -2.545
O -2.418 -3.496 -1.012
O -0.450 3.799 0.144
Cl 2.143 -2.192 1.992
H 1.978 0.592 2.201
H -1.457 -0.498 0.052
H 1.601 2.990 1.858
H -1.789 1.778 -0.492
H -0.283 -3.563 1.711
H -1.353 -2.431 1.325
H -0.602 -2.401 -3.904
H 1.007 -2.616 -3.228
H 0.430 -3.992 -4.074
H 0.435 4.762 1.874
H 0.001 5.666 0.222
H 1.405 4.796 0.144

---

# 7
The following is a DFT calculation (ωB97M-V with the def2-TZVPD basis set) of a structure of composition C39H33N2O5PtS.

Electronic energy: -68279.9539 eV
E_HOMO (alpha / beta): -5.117 / -5.115 eV
Strongest force on any atom: 0.7 eV/A
⟨S²⟩: 2.0092
Charge: -1
2S+1: 3
Energy relative to the best compared isomer or geometry (same formula, charge and spin): 0.0 kJ/mol

Geometry (Å):
Pt 0.612 0.992 -0.214
O -0.506 2.534 -0.349
C -1.589 2.871 0.496
C -2.086 1.652 1.309
C -1.113 1.057 2.275
C -1.220 1.275 3.640
C -0.375 0.596 4.499
C 0.577 -0.265 3.976
C 0.690 -0.394 2.601
C 1.728 -1.266 1.951
C 2.739 -0.532 1.016
O 2.122 -0.296 -0.221
C 3.293 0.774 1.618
C 3.434 0.984 2.985
C 3.943 2.178 3.480
C 4.331 3.186 2.610
C 4.219 2.979 1.242
C 3.709 1.786 0.754
C 3.939 -1.470 0.787
C 4.772 -1.887 1.824
C 5.853 -2.719 1.576
C 6.123 -3.151 0.283
C 5.295 -2.747 -0.753
C 4.210 -1.915 -0.502
N -0.161 0.246 1.785
C -1.146 3.967 1.473
C 0.158 3.949 1.971
C 0.567 4.865 2.929
C -0.326 5.815 3.407
C -1.619 5.850 2.906
C -2.027 4.938 1.940
C -2.708 3.362 -0.429
C -4.022 2.913 -0.383
C -4.977 3.425 -1.260
C -4.618 4.384 -2.191
C -3.302 4.834 -2.249
C -2.357 4.326 -1.375
H -2.976 1.946 1.862
H -2.373 0.891 0.582
H -1.972 1.957 4.014
H -0.462 0.729 5.570
H 1.235 -0.830 4.623
H 2.259 -1.843 2.707
H 1.219 -1.966 1.287
H 3.131 0.218 3.691
H 4.024 2.319 4.551
H 4.716 4.123 2.993
H 4.524 3.752 0.547
H 3.650 1.626 -0.314
H 4.589 -1.559 2.840
H 6.490 -3.028 2.395
H 6.970 -3.796 0.090
H 5.491 -3.082 -1.765
H 3.559 -1.595 -1.303
H 0.863 3.221 1.583
H 1.585 4.832 3.299
H -0.015 6.527 4.161
H -2.318 6.598 3.259
H -3.036 4.981 1.548
H -4.349 2.152 0.315
H -5.990 3.047 -1.189
H -5.360 4.778 -2.875
H -3.011 5.579 -2.981
H -1.331 4.670 -1.421
N -1.808 -1.472 -0.766
C -3.159 -1.149 -0.577
C -3.917 -0.580 -1.597
C -5.242 -0.232 -1.373
C -5.831 -0.454 -0.135
C -5.088 -1.050 0.875
C -3.763 -1.395 0.656
S -7.478 0.164 0.217
O -7.223 1.518 0.711
O -8.006 -0.736 1.229
O -8.172 0.128 -1.061
H -1.275 -1.560 0.083
H -1.316 -0.953 -1.475
H -3.453 -0.381 -2.559
H -5.840 0.219 -2.157
H -5.567 -1.230 1.830
H -3.175 -1.847 1.451

---

# 8
The following is a DFT calculation (ωB97M-V with the def2-TZVPD basis set) of a structure of composition C12H30O24S2V5 at a distorted geometry.

Electronic energy: -212175.0210 eV
E_HOMO: -12.286 eV
Strongest force on any atom: 3.4 eV/A
Charge: +1
Energy relative to the best compared isomer or geometry (same formula, charge and spin): 0.0 kJ/mol

Geometry (Å):
O -0.247 0.353 -4.926
V 0.510 0.458 -3.536
O 1.778 1.278 -3.857
O 0.237 -2.842 2.016
V -1.204 -2.597 1.376
O -1.271 -3.625 0.168
O -4.149 1.423 -1.258
V -3.067 1.533 -2.388
O -3.396 0.656 -3.658
O 3.137 1.984 -1.317
V 1.830 2.094 -0.417
O 2.064 3.325 0.565
O -0.744 4.158 1.346
V -1.680 3.092 0.643
O -2.560 2.443 1.785
S -0.445 0.204 -0.551
O -0.334 1.395 0.319
O -1.642 0.310 -1.392
O 0.763 0.393 -1.360
O -0.580 -1.020 0.214
S -0.763 3.358 -2.384
O -0.959 4.627 -2.993
O -0.825 2.176 -3.278
O 0.459 3.220 -1.590
O -1.887 3.035 -1.409
C 3.747 -1.010 -4.084
O 2.476 -1.209 -3.476
C 2.125 -2.561 -3.405
C 0.858 -2.672 -2.573
O -0.120 -1.754 -3.066
C -1.438 -2.283 -3.138
H 3.814 -1.533 -5.040
H 4.548 -1.345 -3.418
H 3.876 0.064 -4.205
H 2.852 -3.223 -2.924
H 1.881 -3.008 -4.378
H 1.101 -2.355 -1.551
H 0.449 -3.678 -2.503
H -1.720 -2.655 -2.149
H -1.476 -3.135 -3.819
H -2.185 -1.563 -3.459
C -4.511 -2.688 0.842
O -3.414 -2.162 1.576
C -3.670 -0.846 2.108
C -2.748 -0.642 3.283
O -1.412 -0.823 2.843
C -0.471 -0.443 3.841
H -4.785 -2.013 0.022
H -5.398 -2.797 1.470
H -4.248 -3.636 0.380
H -4.704 -0.749 2.430
H -3.407 -0.122 1.330
H -2.982 -1.422 4.020
H -2.957 0.314 3.765
H -0.660 0.561 4.223
H 0.546 -0.488 3.469
H -0.549 -1.128 4.693
C 1.024 3.277 3.926
O 1.477 2.155 3.235
C 2.889 2.036 3.188
C 3.208 0.747 2.497
O 2.588 0.621 1.229
C 2.894 -0.631 0.635
H -0.053 3.229 4.074
H 1.184 4.236 3.410
H 1.546 3.418 4.882
H 3.315 2.091 4.193
H 3.247 2.878 2.579
H 2.926 -0.081 3.160
H 4.278 0.588 2.340
H 3.977 -0.803 0.639
H 2.637 -0.749 -0.416
H 2.422 -1.438 1.202